(1)
Here is 7 unconnected molecules or ions with the total composition C28H78N15O7P4 at a distorted geometry from OMol25. Energies are from ωB97M-V/def2-TZVPD.

As for the expectation value of S²: 0.757. The value obtained for the lowest unoccupied orbital energy (alpha / beta) is 0.27 / -3.51 eV. The value obtained for the orbital gap (alpha / beta) is 8.49 / 4.71 eV. The HOMO energy (alpha / beta) is -0.30223 / -0.30220 Eh. As for the multiplicity: 2. For the total energy, the calculation gives -104136.5330 eV.

Last columns: bonded neighbours and bond lengths (Å).
CARTESIAN COORDINATES (ANGSTROEM)
1 N 28.163 -19.838 -8.356  O2 1.237, O3 1.156, O4 1.206
2 O 29.201 -20.218 -7.802  N1 1.237
3 O 27.217 -19.424 -7.836  N1 1.156
4 O 28.194 -20.111 -9.531  N1 1.206
5 O 30.018 -22.959 -9.162  P6 1.465
6 P 29.104 -24.030 -8.758  O5 1.465, N7 1.682, N10 1.692, N13 1.698
7 N 29.064 -24.213 -7.087  P6 1.682, C8 1.471, C9 1.537
8 C 30.120 -23.731 -6.184  N7 1.471, H16 1.090, H17 1.090, H18 1.090
9 C 27.891 -24.958 -6.429  N7 1.537, H19 1.090, H20 1.090, H21 1.090
10 N 29.392 -25.581 -9.369  P6 1.692, C11 1.489, C12 1.437
11 C 30.828 -25.957 -9.500  N10 1.489, H22 1.090, H23 1.090, H24 1.090
12 C 28.512 -26.679 -9.079  N10 1.437, H25 1.090, H26 1.090, H27 1.090
13 N 27.504 -23.805 -9.279  P6 1.698, C14 1.468, C15 1.474
14 C 27.099 -24.099 -10.659  N13 1.468, H28 1.090, H29 1.090, H30 1.090
15 C 26.515 -22.965 -8.580  N13 1.474, H31 1.090, H32 1.090, H33 1.090
16 H 31.086 -24.039 -6.585  C8 1.090
17 H 29.804 -24.069 -5.197  C8 1.090
18 H 30.183 -22.649 -6.293  C8 1.090
19 H 28.138 -25.765 -5.739  C9 1.090
20 H 27.113 -25.345 -7.086  C9 1.090
21 H 27.241 -24.199 -5.994  C9 1.090
22 H 31.452 -25.064 -9.535  C11 1.090
23 H 31.113 -26.675 -8.732  C11 1.090
24 H 31.039 -26.540 -10.396  C11 1.090
25 H 27.468 -26.472 -9.315  C12 1.090
26 H 28.846 -27.567 -9.616  C12 1.090
27 H 28.410 -26.884 -8.013  C12 1.090
28 H 26.159 -24.648 -10.720  C14 1.090
29 H 26.996 -23.194 -11.258  C14 1.090
30 H 27.790 -24.759 -11.182  C14 1.090
31 H 25.609 -23.525 -8.351  C15 1.090
32 H 26.282 -22.122 -9.231  C15 1.090
33 H 26.872 -22.599 -7.617  C15 1.090
34 O 32.088 -18.961 -7.259  P35 1.500
35 P 32.315 -18.486 -5.855  O34 1.500, N36 1.701, N39 1.668, N42 1.690
36 N 33.921 -17.955 -5.674  P35 1.701, C37 1.525, C38 1.469
37 C 34.955 -19.066 -5.524  N36 1.525, H45 1.090, H46 1.090, H47 1.090
38 C 34.355 -16.822 -6.502  N36 1.469, H48 1.090, H49 1.090, H50 1.090
39 N 32.123 -19.603 -4.630  P35 1.668, C40 1.441, C41 1.462
40 C 32.585 -19.380 -3.284  N39 1.441, H51 1.090, H52 1.090, H53 1.090
41 C 31.103 -20.650 -4.603  N39 1.462, H54 1.090, H55 1.090, H56 1.090
42 N 31.293 -17.233 -5.363  P35 1.690, C43 1.467, C44 1.484
43 C 29.858 -17.211 -5.666  N42 1.467, H57 1.090, H58 1.090, H59 1.090
44 C 31.617 -16.500 -4.113  N42 1.484, H60 1.090, H61 1.090, H62 1.090
45 H 35.960 -18.649 -5.459  C37 1.090
46 H 34.901 -19.845 -6.284  C37 1.090
47 H 34.808 -19.523 -4.545  C37 1.090
48 H 35.371 -16.484 -6.301  C38 1.090
49 H 33.736 -15.954 -6.278  C38 1.090
50 H 34.266 -17.111 -7.549  C38 1.090
51 H 31.802 -19.095 -2.581  C40 1.090
52 H 33.021 -20.323 -2.954  C40 1.090
53 H 33.318 -18.574 -3.303  C40 1.090
54 H 31.538 -21.557 -4.182  C41 1.090
55 H 30.179 -20.384 -4.088  C41 1.090
56 H 30.742 -20.824 -5.616  C41 1.090
57 H 29.535 -16.191 -5.879  C43 1.090
58 H 29.727 -17.795 -6.576  C43 1.090
59 H 29.224 -17.626 -4.882  C43 1.090
60 H 32.698 -16.444 -3.985  C44 1.090
61 H 31.187 -17.148 -3.349  C44 1.090
62 H 31.138 -15.521 -4.085  C44 1.090
63 O 27.266 -21.381 -0.608  P64 1.520
64 P 26.818 -20.516 -1.776  O63 1.520, N65 1.707, N68 1.727, N71 1.710
65 N 27.415 -21.115 -3.258  P64 1.707, C66 1.448, C67 1.447
66 C 27.769 -22.512 -3.395  N65 1.448, H74 1.090, H75 1.090, H76 1.090
67 C 27.215 -20.441 -4.522  N65 1.447, H77 1.090, H78 1.090, H79 1.090
68 N 27.289 -18.866 -1.575  P64 1.727, C69 1.449, C70 1.456
69 C 26.637 -18.049 -0.573  N68 1.449, H80 1.090, H81 1.090, H82 1.090
70 C 28.655 -18.464 -1.884  N68 1.456, H83 1.090, H84 1.090, H85 1.090
71 N 25.128 -20.492 -2.037  P64 1.710, C72 1.499, C73 1.506
72 C 24.150 -21.246 -1.189  N71 1.499, H86 1.090, H87 1.090, H88 1.090
73 C 24.400 -19.479 -2.880  N71 1.506, H89 1.090, H90 1.090, H91 1.090
74 H 27.522 -23.023 -2.464  C66 1.090
75 H 28.774 -22.610 -3.804  C66 1.090
76 H 27.216 -22.939 -4.231  C66 1.090
77 H 26.338 -20.825 -5.043  C67 1.090
78 H 28.120 -20.723 -5.061  C67 1.090
79 H 27.164 -19.353 -4.465  C67 1.090
80 H 26.842 -16.987 -0.709  C69 1.090
81 H 25.559 -18.211 -0.560  C69 1.090
82 H 26.901 -18.407 0.422  C69 1.090
83 H 29.376 -18.735 -1.113  C70 1.090
84 H 28.982 -18.944 -2.806  C70 1.090
85 H 28.749 -17.398 -2.089  C70 1.090
86 H 24.653 -22.024 -0.615  C72 1.090
87 H 23.834 -20.535 -0.425  C72 1.090
88 H 23.354 -21.700 -1.779  C72 1.090
89 H 24.206 -18.693 -2.150  C73 1.090
90 H 23.492 -19.941 -3.268  C73 1.090
91 H 25.027 -19.075 -3.675  C73 1.090
92 O 30.267 -17.608 -9.686  P93 1.481
93 P 29.907 -16.200 -9.972  O92 1.481, N94 1.720, N97 1.677, N100 1.759
94 N 30.174 -15.607 -11.565  P93 1.720, C95 1.461, C96 1.401
95 C 29.567 -14.344 -11.979  N94 1.461, H103 1.090, H104 1.090, H105 1.090
96 C 31.388 -15.873 -12.209  N94 1.401, H106 1.090, H107 1.090, H108 1.090
97 N 30.795 -15.109 -9.061  P93 1.677, C98 1.511, C99 1.487
98 C 30.492 -13.646 -8.836  N97 1.511, H109 1.090, H110 1.090, H111 1.090
99 C 32.111 -15.484 -8.478  N97 1.487, H112 1.090, H113 1.090, H114 1.090
100 N 28.210 -15.917 -9.605  P93 1.759, C101 1.495, C102 1.479
101 C 27.134 -16.414 -10.516  N100 1.495, H115 1.090, H116 1.090, H117 1.090
102 C 27.827 -15.887 -8.177  N100 1.479, H118 1.090, H119 1.090, H120 1.090
103 H 28.547 -14.412 -11.601  C95 1.090
104 H 29.551 -14.373 -13.068  C95 1.090
105 H 30.118 -13.482 -11.603  C95 1.090
106 H 31.944 -14.936 -12.241  C96 1.090
107 H 31.129 -16.357 -13.151  C96 1.090
108 H 31.926 -16.615 -11.619  C96 1.090
109 H 29.508 -13.460 -9.266  C98 1.090
110 H 30.526 -13.362 -7.784  C98 1.090
111 H 31.187 -12.963 -9.325  C98 1.090
112 H 31.916 -16.375 -7.880  C99 1.090
113 H 32.878 -15.738 -9.209  C99 1.090
114 H 32.470 -14.705 -7.806  C99 1.090
115 H 27.118 -15.907 -11.481  C101 1.090
116 H 27.240 -17.485 -10.691  C101 1.090
117 H 26.169 -16.273 -10.029  C101 1.090
118 H 27.847 -16.918 -7.823  C102 1.090
119 H 26.794 -15.544 -8.123  C102 1.090
120 H 28.532 -15.338 -7.554  C102 1.090
121 C 24.273 -18.150 -7.777  C122 1.485, H124 1.090, H125 1.090, H126 1.090
122 C 23.540 -18.120 -6.486  C121 1.485, N123 1.169
123 N 22.960 -18.060 -5.473  C122 1.169
124 H 24.732 -19.132 -7.892  C121 1.090
125 H 25.049 -17.388 -7.698  C121 1.090
126 H 23.637 -17.875 -8.618  C121 1.090
127 C 26.003 -19.833 -11.630  C128 1.504, H130 1.090, H131 1.090, H132 1.090
128 C 25.001 -20.520 -12.516  C127 1.504, N129 1.148
129 N 24.186 -21.029 -13.146  C128 1.148
130 H 26.470 -20.716 -11.194  C127 1.090
131 H 25.452 -19.363 -10.815  C127 1.090
132 H 26.701 -19.130 -12.084  C127 1.090

=====

(2)
Here is 8 unconnected molecules or ions with the total composition C28H78N6O10 at a distorted geometry from OMol25. Energies are from ωB97M-V/def2-TZVPD.

The value obtained for the lowest unoccupied orbital energy is 0.67 eV. The value obtained for the orbital gap is 9.68 eV. The HOMO energy is -0.33134 Eh. For the total energy, the calculation gives -59710.7144 eV.

Last columns: bonded neighbours and bond lengths (Å).
CARTESIAN COORDINATES (ANGSTROEM)
1 C 14.189 10.658 10.915  O2 1.419, H7 1.130, H8 1.124, H9 1.037
2 O 12.926 10.207 11.378  C1 1.419, C3 1.445
3 C 12.379 9.334 10.364  O2 1.445, C4 1.462, H10 1.092, H11 1.108
4 C 11.106 8.816 10.860  C3 1.462, C5 1.518, N6 1.418, H12 1.066
5 C 11.351 7.835 11.993  C4 1.518, H13 1.077, H14 1.088, H15 1.058
6 N 10.358 8.169 9.845  C4 1.418, H16 1.014, H17 1.001
7 H 14.114 11.444 10.106  C1 1.130
8 H 14.756 9.769 10.527  C1 1.124
9 H 14.543 11.110 11.778  C1 1.037
10 H 12.300 9.964 9.475  C3 1.092
11 H 13.072 8.482 10.221  C3 1.108
12 H 10.599 9.648 11.292  C4 1.066
13 H 11.714 6.911 11.573  C5 1.077
14 H 10.423 7.506 12.456  C5 1.088
15 H 11.941 8.247 12.768  C5 1.058
16 H 9.766 8.876 9.421  N6 1.014
17 H 9.765 7.430 10.168  N6 1.001
18 C 11.324 18.400 19.558  O19 1.377, H24 1.095, H25 1.117, H26 1.076
19 O 12.055 17.509 18.804  C18 1.377, C20 1.403
20 C 12.837 16.515 19.410  O19 1.403, C21 1.562, H27 1.157, H28 1.113
21 C 13.247 15.409 18.386  C20 1.562, C22 1.517, N23 1.404, H29 1.108
22 C 11.996 14.913 17.684  C21 1.517, H30 1.107, H31 1.080, H32 1.054
23 N 13.901 14.390 19.096  C21 1.404, H33 1.022, H34 1.038
24 H 10.474 17.847 19.969  C18 1.095
25 H 10.901 19.205 18.910  C18 1.117
26 H 11.906 18.787 20.376  C18 1.076
27 H 13.837 16.951 19.798  C20 1.157
28 H 12.232 15.948 20.151  C20 1.113
29 H 13.864 15.845 17.575  C21 1.108
30 H 12.341 14.012 17.140  C22 1.107
31 H 11.558 15.663 17.043  C22 1.080
32 H 11.288 14.539 18.369  C22 1.054
33 H 14.387 14.554 19.980  N23 1.022
34 H 13.347 13.524 19.243  N23 1.038
35 C 15.409 14.940 13.768  O36 1.375, H41 1.074, H42 1.077, H43 1.130
36 O 14.400 15.105 12.847  C35 1.375, C37 1.416
37 C 13.321 14.224 13.097  O36 1.416, C38 1.502, H44 1.101, H45 1.108
38 C 12.560 14.048 11.814  C37 1.502, C39 1.508, N40 1.412, H46 1.090
39 C 11.821 15.304 11.426  C38 1.508, H47 1.114, H48 1.083, H49 1.087
40 N 11.601 13.013 11.863  C38 1.412, H50 1.001, H51 1.028
41 H 15.969 14.025 13.781  C35 1.074
42 H 14.933 15.101 14.721  C35 1.077
43 H 16.140 15.767 13.525  C35 1.130
44 H 13.662 13.275 13.539  C37 1.101
45 H 12.660 14.628 13.889  C37 1.108
46 H 13.291 13.872 11.024  C38 1.090
47 H 12.393 16.253 11.543  C39 1.114
48 H 10.963 15.454 12.070  C39 1.083
49 H 11.487 15.251 10.393  C39 1.087
50 H 10.799 13.228 11.305  N40 1.001
51 H 11.890 12.062 11.600  N40 1.028
52 C 15.477 17.714 16.195  O53 1.406, H58 1.091, H59 1.126, H60 1.083
53 O 14.250 17.674 15.510  C52 1.406, C54 1.440
54 C 13.322 18.687 15.945  O53 1.440, C55 1.472, H61 1.095, H62 1.148
55 C 12.066 18.442 15.220  C54 1.472, C56 1.522, N57 1.471, H63 1.115
56 C 12.271 18.757 13.745  C55 1.522, H64 1.109, H65 1.088, H66 1.117
57 N 10.944 19.222 15.767  C55 1.471, H67 1.031, H68 0.995
58 H 16.032 16.815 15.923  C52 1.091
59 H 15.338 17.619 17.309  C52 1.126
60 H 16.090 18.589 16.016  C52 1.083
61 H 13.163 18.534 17.018  C54 1.095
62 H 13.723 19.761 15.879  C54 1.148
63 H 11.846 17.365 15.411  C55 1.115
64 H 12.479 19.844 13.697  C56 1.109
65 H 11.438 18.593 13.065  C56 1.088
66 H 13.130 18.203 13.295  C56 1.117
67 H 10.760 18.980 16.752  N57 1.031
68 H 11.099 20.203 15.713  N57 0.995
69 C 10.475 11.870 7.876  O70 1.464, H75 1.104, H76 1.164, H77 1.109
70 O 9.753 12.133 9.122  C69 1.464, C71 1.377
71 C 8.489 11.592 9.052  O70 1.377, C72 1.538, H78 1.095, H79 1.088
72 C 7.662 12.001 10.282  C71 1.538, C73 1.517, N74 1.509, H80 1.095
73 C 8.326 11.398 11.506  C72 1.517, H81 1.091, H82 1.089, H83 1.093
74 N 6.251 11.548 9.995  C72 1.509, H84 1.031, H85 0.990
75 H 11.490 12.209 8.147  C69 1.104
76 H 10.105 12.622 7.068  C69 1.164
77 H 10.480 10.821 7.517  C69 1.109
78 H 7.965 11.842 8.123  C71 1.095
79 H 8.603 10.510 9.056  C71 1.088
80 H 7.625 13.093 10.349  C72 1.095
81 H 9.372 11.644 11.694  C73 1.091
82 H 8.217 10.324 11.363  C73 1.089
83 H 7.724 11.720 12.360  C73 1.093
84 H 6.136 10.609 10.405  N74 1.031
85 H 5.639 12.100 10.545  N74 0.990
86 C 18.663 12.387 12.659  O87 1.425, H92 1.085, H93 1.098, H94 1.127
87 O 18.154 12.574 11.341  C86 1.425, C88 1.370
88 C 17.034 13.358 11.260  O87 1.370, C89 1.493, H95 1.071, H96 1.094
89 C 16.643 13.548 9.832  C88 1.493, C90 1.502, N91 1.451, H97 1.104
90 C 17.826 13.617 8.908  C89 1.502, H98 1.113, H99 1.177, H100 1.047
91 N 15.797 14.718 9.684  C89 1.451, H101 1.019, H102 1.040
92 H 19.681 12.013 12.658  C86 1.085
93 H 17.994 11.758 13.262  C86 1.098
94 H 18.699 13.406 13.138  C86 1.127
95 H 16.208 12.938 11.799  C88 1.071
96 H 17.175 14.350 11.700  C88 1.094
97 H 15.984 12.682 9.651  C89 1.104
98 H 18.557 14.384 9.248  C90 1.113
99 H 17.505 13.943 7.824  C90 1.177
100 H 18.365 12.721 8.841  C90 1.047
101 H 16.305 15.554 9.401  N91 1.019
102 H 15.356 15.047 10.566  N91 1.040
103 O 17.691 14.138 15.890  C104 1.444, H107 0.964
104 C 17.838 12.956 16.707  O103 1.444, C105 1.516, H108 1.121, H109 1.086
105 C 17.495 13.231 18.158  C104 1.516, O106 1.348, H110 1.123, H111 1.084
106 O 16.285 12.797 18.563  C105 1.348, H112 0.978
107 H 17.505 13.897 14.975  O103 0.964
108 H 17.164 12.140 16.335  C104 1.121
109 H 18.870 12.627 16.633  C104 1.086
110 H 17.707 14.328 18.273  C105 1.123
111 H 18.314 12.766 18.695  C105 1.084
112 H 15.658 13.524 18.750  O106 0.978
113 O 10.490 11.173 14.165  C114 1.374, H117 0.973
114 C 11.180 11.343 15.340  O113 1.374, C115 1.555, H118 1.098, H119 1.061
115 C 12.383 10.358 15.358  C114 1.555, O116 1.427, H120 1.128, H121 1.087
116 O 13.471 10.618 14.471  C115 1.427, H122 0.992
117 H 10.756 11.897 13.570  O113 0.973
118 H 11.678 12.318 15.431  C114 1.098
119 H 10.574 11.070 16.167  C114 1.061
120 H 12.020 9.359 14.981  C115 1.128
121 H 12.829 10.309 16.348  C115 1.087
122 H 13.013 10.666 13.592  O116 0.992